Entry 1:
ORCA calculation (ωB97M-V/def2-TZVPD) on a molecular structure, C30H40BF9O2SeTi.

Calculated values
HOMO (alpha / beta): -5.239 / -5.554 eV
total charge: -1
frontier orbital gap (alpha / beta): 7.5 / 7.8 eV
energy relative to the best compared isomer or geometry (same formula, charge and spin): 0.0 kcal/mol
spin multiplicity: 2
M: 741.3 g mol⁻¹

Geometry as XYZ:
```
84
Properties=species:S:1:pos:R:3:forces:R:3:lowdin_charge:R:1
Ti 2.592559 -0.089409 -1.945905 -0.1 0.0 -0.2 1.07
C -0.312692 2.795816 4.438029 0.0 0.0 0.0 -0.07
C -0.805332 3.482917 3.164698 0.0 0.0 0.0 -0.56
C -0.481449 4.978975 3.270377 0.0 0.0 0.0 -0.05
C -2.326742 3.299613 3.083063 0.0 0.0 0.0 -0.05
C -0.151498 2.903715 1.910322 0.0 0.0 0.0 -0.17
C 0.779198 1.879959 1.949175 0.0 0.0 0.0 -0.06
C 1.332005 1.390387 0.773980 -0.1 0.0 0.0 -0.37
Se 2.514646 -0.123026 0.813757 0.0 0.1 0.1 1.24
C 1.142898 -1.464330 0.713536 -0.1 -0.1 0.0 -0.38
C 0.471743 -1.804690 1.875926 -0.1 0.0 0.0 -0.07
C -0.579868 -2.706168 1.842396 0.0 0.0 0.0 -0.18
C -0.894222 -3.251723 0.600791 0.0 0.0 0.0 0.00
C -0.239007 -2.955261 -0.590300 0.0 0.0 0.1 -0.07
C 0.817636 -2.015076 -0.539486 0.0 0.0 -0.1 -0.32
O 1.474693 -1.648707 -1.630405 0.4 0.2 0.0 -0.22
C -0.744148 -3.674168 -1.854637 0.0 0.0 0.0 -0.53
C -0.666655 -5.192300 -1.623102 0.0 0.0 0.0 -0.05
C -2.208063 -3.272920 -2.095642 0.0 0.0 0.0 -0.05
C 0.025125 -3.378332 -3.145314 0.0 0.0 0.0 -0.06
C -1.380777 -3.106230 3.080432 0.0 0.0 0.0 -0.56
C -2.862237 -2.767998 2.865598 0.0 0.0 0.0 -0.05
C -0.904097 -2.370234 4.332345 0.0 0.0 0.0 -0.07
C -1.236078 -4.614365 3.322763 0.0 0.0 0.0 -0.05
C 0.985887 1.916781 -0.471399 0.0 0.0 -0.2 -0.32
O 1.541867 1.432484 -1.580217 0.1 -0.1 0.0 -0.23
C 0.032542 2.955491 -0.543972 0.0 0.1 0.1 -0.08
C -0.501471 3.409053 0.654034 0.0 0.0 -0.1 0.02
C -0.393206 3.522478 -1.899804 0.0 0.0 0.0 -0.53
C -1.432766 4.637255 -1.754773 0.0 0.0 0.0 -0.08
C 0.820376 4.113814 -2.632518 0.0 0.0 0.0 -0.03
C -1.022625 2.409353 -2.751707 0.0 0.0 0.0 -0.03
H -0.805235 3.238139 5.306919 0.0 0.0 0.0 0.08
H 0.764767 2.912690 4.569837 0.0 0.0 0.0 0.09
H -0.540339 1.727697 4.433812 0.0 0.0 0.0 0.08
H -0.943715 5.407803 4.163906 0.0 0.0 0.0 0.08
H -0.850009 5.529748 2.403779 0.0 0.0 0.0 0.08
H 0.596992 5.137239 3.330449 0.0 0.0 0.0 0.09
H -2.808030 3.703430 3.978168 0.0 0.0 0.0 0.08
H -2.583483 2.241590 3.001006 0.0 0.0 0.0 0.09
H -2.746891 3.811478 2.216221 0.0 0.0 0.0 0.08
H 1.084866 1.439544 2.888585 0.0 0.0 0.0 0.09
H 0.776697 -1.340968 2.804648 0.0 0.0 0.0 0.09
H -1.710927 -3.963006 0.555850 0.0 0.0 0.0 0.10
H -1.266820 -5.517702 -0.771737 0.0 0.0 0.0 0.07
H 0.365793 -5.497901 -1.443368 0.0 0.0 0.0 0.09
H -1.028002 -5.719894 -2.509658 0.0 0.0 0.0 0.08
H -2.853799 -3.532067 -1.254546 0.0 0.0 0.0 0.07
H -2.591226 -3.781159 -2.984502 0.0 0.0 0.0 0.08
H -2.284837 -2.196631 -2.260702 0.0 0.0 0.0 0.09
H 1.075817 -3.652324 -3.071964 0.0 0.0 0.0 0.08
H -0.013830 -2.329518 -3.427026 0.0 0.0 0.0 0.07
H -0.430761 -3.969135 -3.946131 0.0 0.0 0.0 0.08
H -2.989677 -1.699211 2.682977 0.0 0.0 0.0 0.09
H -3.448038 -3.040865 3.747837 0.0 0.0 0.0 0.08
H -3.276055 -3.302661 2.009502 0.0 0.0 0.0 0.07
H -0.998975 -1.287674 4.222534 0.0 0.0 0.0 0.08
H 0.138497 -2.597622 4.563501 0.0 0.0 0.0 0.09
H -1.509597 -2.673674 5.189465 0.0 0.0 0.0 0.08
H -1.600431 -5.190351 2.470666 0.0 0.0 0.0 0.08
H -1.806566 -4.918605 4.204886 0.0 0.0 0.0 0.08
H -0.189032 -4.879999 3.480226 0.0 0.0 0.0 0.09
H -1.232640 4.204248 0.616728 0.0 0.0 0.0 0.09
H -1.049474 5.484432 -1.181031 0.0 0.0 0.0 0.08
H -2.350800 4.284494 -1.279058 0.0 0.0 0.0 0.08
H -1.696112 5.002871 -2.749342 0.0 0.0 0.0 0.08
H 1.274509 4.910921 -2.038628 0.0 0.0 0.0 0.09
H 0.496167 4.541548 -3.584971 0.0 0.0 0.0 0.08
H 1.576779 3.360076 -2.837062 0.0 0.0 0.0 0.07
H -1.905220 2.000412 -2.253301 0.0 0.0 0.0 0.09
H -0.324181 1.597824 -2.942660 0.0 0.0 0.0 0.07
H -1.335537 2.819991 -3.715478 0.0 0.0 0.0 0.09
F 6.485107 0.186082 -2.414252 0.0 0.0 0.0 0.19
B 5.348243 0.322813 -1.686138 -0.1 -0.2 0.0 -1.21
F 4.397872 1.211770 -2.292529 -0.1 0.1 0.1 0.07
F 5.551754 0.660911 -0.374704 0.0 0.0 0.0 0.15
F 4.553635 -0.939297 -1.733059 -0.1 0.0 0.0 -0.01
F 0.979274 -0.346430 -4.516483 0.0 0.0 0.1 0.00
C 2.287816 -0.034695 -4.157049 0.1 -0.1 0.0 -0.37
F 2.526761 1.191195 -4.759875 0.0 0.0 0.0 0.01
C 3.160437 -1.045904 -4.910003 -0.1 0.0 0.1 -0.59
F 3.166744 -2.211540 -4.224387 0.0 0.0 -0.1 0.12
F 2.745235 -1.326971 -6.158160 0.0 0.0 -0.1 0.13
F 4.428204 -0.626328 -4.995704 0.0 0.0 0.0 0.15
```
Forces are in eV/Å.

Entry 2:
ORCA calculation (ωB97M-V/def2-TZVPD) on a molecular structure, C30H40Br2FeN8O2S2.

Calculated values
HOMO (alpha / beta): -15.453 / -15.456 eV
total charge: +3
frontier orbital gap (alpha / beta): 6.6 / 6.7 eV
energy relative to the best compared isomer or geometry (same formula, charge and spin): 8.7 kcal/mol
spin multiplicity: 2
M: 824.5 g mol⁻¹

Geometry as XYZ:
```
85
Properties=species:S:1:pos:R:3:forces:R:3:lowdin_charge:R:1
Fe 1.335887 0.470868 1.130706 0.2 0.5 -0.2 0.20
N 1.585062 -1.438469 1.119703 0.0 -0.5 0.0 0.00
C 2.689989 -1.848379 0.199322 0.2 -0.1 0.0 -0.23
C 3.272571 -3.198452 0.638228 0.0 0.0 -0.1 -0.12
C 4.671921 -3.610956 0.161195 0.1 0.0 0.0 -0.16
C 5.034084 -3.587261 -1.315728 0.0 0.0 -0.1 -0.14
N 4.182726 -4.452978 -2.144924 -0.2 0.1 0.1 0.10
C 3.847313 -4.240903 -3.412574 0.2 -0.1 -0.1 -0.42
N 4.200541 -3.121258 -4.044486 0.0 0.0 0.1 0.23
N 3.117308 -5.149783 -4.066101 0.0 0.0 0.0 0.21
C 3.647644 -0.663748 0.140757 -0.1 0.2 0.0 -0.55
O 4.796237 -0.737598 -0.203290 0.0 -0.1 0.0 0.13
O 3.041095 0.467200 0.435868 0.2 -0.1 -0.1 -0.23
H 1.866298 -1.684836 2.067561 0.0 -0.1 0.0 0.10
H 0.735372 -1.955639 0.908741 0.0 0.0 0.0 0.12
H 2.266834 -1.904385 -0.809906 0.0 -0.1 0.0 0.15
H 2.536636 -3.972098 0.400057 0.0 0.0 0.0 0.12
H 3.345424 -3.180861 1.730330 0.0 0.0 0.0 0.13
H 4.848141 -4.618872 0.546314 0.0 0.0 0.0 0.13
H 5.406145 -2.966728 0.640939 0.0 -0.1 0.0 0.12
H 6.062300 -3.941142 -1.406566 0.1 0.1 0.0 0.14
H 4.998382 -2.564106 -1.682622 -0.1 0.0 0.0 0.10
H 4.007214 -5.379897 -1.785362 0.0 0.0 0.0 0.17
H 4.859590 -2.481562 -3.635898 0.0 0.0 0.0 0.12
H 4.000112 -3.007242 -5.024123 0.0 0.0 0.0 0.14
H 2.916253 -6.044254 -3.650526 0.0 0.0 0.0 0.14
H 2.978553 -5.078197 -5.060614 0.0 0.0 0.0 0.14
S 0.170143 0.231660 -0.831449 0.0 -0.2 -0.1 0.80
C -1.398162 0.802191 -0.539078 -0.3 0.2 0.3 -0.56
N -2.244335 1.109269 -1.480544 0.1 0.1 -0.1 -0.05
C -3.560817 1.676059 -1.145266 0.0 0.0 0.0 -0.06
C -4.096928 0.998301 0.080861 0.0 0.0 0.0 -0.06
N -3.101918 1.100174 1.161373 0.0 -0.2 0.1 -0.06
C -3.673899 1.274663 2.520667 0.1 0.0 0.0 -0.08
C -4.256918 2.657691 2.659276 0.0 0.0 0.0 -0.24
C -5.603508 2.808513 2.965161 0.0 0.0 0.0 -0.03
C -6.143088 4.079755 3.116646 0.0 0.0 0.0 -0.05
C -5.339374 5.196686 2.952552 0.0 0.0 0.0 -0.05
C -3.992485 5.048386 2.640022 0.0 0.0 0.0 -0.05
C -3.450622 3.782241 2.495728 0.0 0.0 0.0 -0.04
C -1.833243 0.999529 0.902804 0.0 0.0 -0.4 -0.56
S -0.621443 1.090814 2.091459 -0.1 0.1 0.1 0.88
C -1.948770 1.001915 -2.931545 0.0 0.0 0.0 -0.08
C -2.835331 -0.038577 -3.563501 0.0 0.0 0.0 -0.24
C -2.683942 -1.381826 -3.224820 0.0 0.0 0.0 -0.05
C -3.512590 -2.337417 -3.788463 0.0 0.0 0.0 -0.06
C -4.493232 -1.957542 -4.698556 0.0 0.0 0.0 -0.05
C -4.643329 -0.623657 -5.042365 0.0 0.0 0.0 -0.04
C -3.817635 0.337043 -4.470991 0.0 0.0 0.0 -0.04
H -4.224913 1.510568 -1.990844 0.0 0.0 0.0 0.14
H -3.442784 2.751475 -0.989303 0.0 0.0 0.0 0.16
H -4.307194 -0.059677 -0.095347 0.0 0.0 0.0 0.16
H -5.007230 1.490387 0.418205 0.0 0.0 0.0 0.15
H -2.893652 1.069317 3.249768 0.0 0.0 0.0 0.10
H -4.452286 0.517026 2.620242 0.0 0.0 0.0 0.14
H -6.233872 1.936699 3.098109 0.0 0.0 0.0 0.12
H -7.189596 4.193903 3.363680 0.0 0.0 0.0 0.12
H -5.759162 6.186115 3.071947 0.0 0.0 0.0 0.12
H -3.365895 5.921893 2.521073 0.0 0.0 0.0 0.11
H -2.394111 3.674596 2.270664 0.0 0.0 0.0 0.10
H -0.892247 0.770356 -3.040325 0.0 0.0 0.0 0.09
H -2.133335 1.987724 -3.360949 0.0 0.0 0.0 0.15
H -1.913238 -1.679186 -2.520004 0.0 0.0 0.0 0.10
H -3.396819 -3.380548 -3.526142 0.0 0.0 0.0 0.11
H -5.139247 -2.704459 -5.139338 0.0 0.0 0.0 0.12
H -5.400355 -0.327603 -5.755472 0.0 0.0 0.0 0.12
H -3.932597 1.378782 -4.748601 0.0 0.0 0.0 0.12
Br 1.918026 3.278991 -0.123940 -0.3 0.1 0.1 0.71
C 3.049111 3.130256 -1.696335 0.1 0.0 -0.1 -0.96
Br 2.808255 1.553307 -2.769070 0.0 0.1 0.1 0.63
H 4.074767 3.159190 -1.353753 0.0 0.0 0.0 0.02
H 2.795416 3.981389 -2.314395 0.0 0.0 0.0 0.01
N 3.694269 2.127927 2.604421 0.0 0.1 -0.1 0.17
C 2.994861 1.382732 3.472544 0.0 -0.1 0.1 -0.32
C 3.255546 1.500237 4.860844 0.0 0.0 -0.1 0.02
C 2.582906 0.728192 5.754143 0.0 0.0 0.1 -0.01
C 1.626872 -0.194088 5.286508 0.0 0.0 0.0 -0.04
C 1.394534 -0.245422 3.951244 0.1 0.0 -0.1 -0.19
N 2.041842 0.532358 3.022499 0.0 0.1 0.3 -0.03
H 4.415471 2.730521 2.962501 0.0 0.0 0.0 0.13
H 3.734898 1.870022 1.630958 0.0 0.0 0.0 0.05
H 4.011421 2.202860 5.183987 0.0 0.0 0.0 0.13
H 2.790773 0.813754 6.812214 0.0 0.0 0.0 0.13
H 1.079266 -0.835481 5.960295 0.0 0.0 0.0 0.12
H 0.642093 -0.918446 3.561003 0.0 0.0 0.0 0.09
```
Forces are in eV/Å.

Entry 3:
ORCA calculation (ωB97M-V/def2-TZVPD) on 2 unconnected molecules or ions with the total composition C30H40N3O3 at a distorted geometry.

Calculated values
HOMO: -9.574 eV
total charge: +1
frontier orbital gap: 4.1 eV
energy relative to the best compared isomer or geometry (same formula, charge and spin): 82.0 kcal/mol
M: 490.7 g mol⁻¹

Geometry as XYZ:
```
76
Properties=species:S:1:pos:R:3:forces:R:3:lowdin_charge:R:1
C 4.245776 1.963795 -2.024834 -0.2 0.1 0.2 -0.16
C 3.285323 0.959920 -1.354565 -0.2 -0.8 0.0 -0.20
C 2.507796 1.733100 -0.332444 0.3 0.7 -0.1 -0.07
C 2.853701 3.032780 -0.314486 -0.5 -0.2 1.3 -0.24
N 2.349502 4.003499 0.579031 -0.2 0.1 -0.9 -0.09
C 1.665793 3.625442 1.826701 0.5 0.0 -0.6 -0.13
C 0.682173 4.715189 2.252662 0.2 0.3 -0.2 -0.19
O 1.322420 5.980096 2.345245 0.2 -0.2 0.3 -0.13
C 1.911653 6.368857 1.112597 -0.1 -0.1 0.0 -0.18
C 2.943757 5.346042 0.640595 0.0 -0.5 0.0 -0.13
C 3.917204 3.310100 -1.346180 0.2 0.9 -0.1 -0.13
H 5.295314 1.681375 -1.879808 -0.3 0.1 0.1 0.11
H 4.083057 2.009896 -3.108629 0.0 0.0 0.3 0.11
H 2.605299 0.515995 -2.090569 0.1 -0.1 -0.1 0.09
H 3.822194 0.129615 -0.877367 0.0 0.0 -0.2 0.10
H 1.787752 1.293258 0.333620 -0.1 -0.3 0.1 0.07
H 1.163159 2.663914 1.696030 0.0 0.2 0.0 0.08
H 2.429026 3.479762 2.596623 0.0 0.0 0.3 0.13
H -0.137443 4.810104 1.531668 0.0 -0.2 -0.2 0.12
H 0.232760 4.501672 3.230399 0.3 0.0 -0.1 0.13
H 1.104024 6.477814 0.380327 0.1 -0.1 -0.2 0.12
H 2.357690 7.359916 1.258883 0.0 -0.3 0.1 0.13
H 3.787663 5.305770 1.334847 0.1 0.3 0.2 0.13
H 3.346517 5.611852 -0.341637 -0.2 0.0 0.2 0.12
H 4.796446 3.764370 -0.872175 -0.1 0.0 -0.1 0.12
H 3.541867 4.035288 -2.075283 0.1 0.1 0.0 0.12
C -1.330200 -2.255762 6.981675 -0.4 -0.2 0.0 -0.18
C -1.129330 -1.249581 5.849759 0.0 0.5 -0.5 -0.14
N -2.233019 -1.332147 4.880991 0.0 -0.8 -0.6 -0.11
C -2.020789 -0.888259 3.536101 0.0 -0.1 1.1 -0.17
C -1.464507 0.373873 3.267267 0.2 -0.3 0.3 0.02
C -1.200626 0.764148 1.982772 -0.1 0.0 -0.4 0.01
C -1.439338 -0.094904 0.883827 0.0 0.0 -0.2 -0.19
C -1.160108 0.337957 -0.441229 0.0 -0.8 0.1 0.13
C -0.980029 -0.479659 -1.593015 0.0 0.1 0.2 -0.19
C -0.579431 -1.833139 -1.508914 0.1 0.2 0.2 0.00
C -0.377230 -2.583393 -2.633734 0.3 0.0 -0.4 0.02
C -0.563413 -2.042856 -3.919081 -0.5 -1.0 -0.5 -0.18
N -0.475501 -2.868676 -5.087590 0.4 0.7 -0.6 -0.10
C 0.721394 -3.714897 -5.303591 -0.2 0.3 0.8 -0.13
C 0.739339 -4.323557 -6.705206 -0.4 0.1 -0.2 -0.18
O -0.471536 -5.007395 -6.988188 0.0 -0.2 0.4 -0.13
C -1.597420 -4.145759 -6.931142 0.4 0.0 -0.2 -0.18
C -1.735902 -3.489361 -5.560683 0.0 0.5 0.5 -0.12
C -0.955968 -0.696516 -4.014370 -0.1 -0.4 -0.3 0.02
C -1.136662 0.064580 -2.890873 0.1 0.1 0.3 0.01
C -2.032386 -1.349135 1.162648 0.0 0.2 -0.1 0.00
C -2.315772 -1.724105 2.446212 -0.3 0.0 0.4 0.03
C -3.545216 -1.190007 5.549450 0.2 0.0 -0.5 -0.12
C -3.675063 -2.186655 6.702618 0.3 -0.2 0.1 -0.18
O -2.589483 -2.070866 7.613751 0.0 0.5 0.0 -0.13
H -1.291715 -3.287144 6.612628 0.1 0.0 -0.3 0.13
H -0.558151 -2.161390 7.756332 -0.2 0.2 -0.2 0.13
H -1.097644 -0.233187 6.251310 0.2 0.1 0.4 0.12
H -0.188383 -1.427124 5.317817 -0.1 -0.1 0.2 0.13
H -1.258926 1.032445 4.093605 0.1 0.2 0.1 0.12
H -0.791735 1.738909 1.789545 0.1 0.3 0.0 0.10
H -1.079865 1.402516 -0.590277 0.1 0.3 -0.1 0.14
H -0.378017 -2.260110 -0.542786 0.0 -0.1 0.1 0.12
H -0.095862 -3.616516 -2.540667 0.2 -0.2 0.0 0.12
H 1.610693 -3.090921 -5.145684 -0.2 -0.1 -0.1 0.13
H 0.747097 -4.505354 -4.548040 0.1 -0.3 -0.1 0.12
H 0.875595 -3.553153 -7.473199 0.1 0.2 0.2 0.13
H 1.553887 -5.049705 -6.832485 -0.3 0.2 0.3 0.14
H -1.491014 -3.398761 -7.726136 0.0 0.2 0.1 0.13
H -2.476127 -4.757165 -7.177817 0.2 0.2 0.3 0.14
H -2.054508 -4.223374 -4.814670 -0.1 -0.3 0.0 0.13
H -2.501379 -2.705223 -5.584948 0.0 -0.2 -0.1 0.13
H -1.111140 -0.281039 -4.994997 0.0 0.1 -0.2 0.13
H -1.431630 1.095348 -2.980891 0.0 0.3 -0.1 0.13
H -2.320820 -1.987943 0.346758 0.0 -0.2 -0.1 0.12
H -2.757913 -2.683645 2.645178 -0.1 -0.2 0.1 0.13
H -3.619890 -0.167964 5.932809 -0.1 0.1 0.2 0.13
H -4.344318 -1.318602 4.811984 0.1 -0.1 0.1 0.13
H -4.597740 -2.035680 7.278926 0.3 0.2 -0.2 0.13
H -3.692722 -3.218570 6.334997 0.0 0.0 -0.3 0.12
```
Forces are in eV/Å.